1.
Entry from the Open Molecules 2025 dataset: a molecular structure, C10H30OP2PdSSi at a distorted geometry (ωB97M-V/def2-TZVPD).

## Properties
Gap between HOMO and LUMO (spin up / spin down) (hartree): 0.1390 / 0.1750
HOMO energy (spin up / spin down) (eV): -3.11 / -7.63
Spin multiplicity: 5

Cartesian coordinates (Å):
1 H 0.724 2.415 -1.394
2 Pd 0.142 0.816 1.518
3 H 3.093 -1.926 -0.268
4 H -0.493 -0.477 -4.480
5 H 3.896 -2.058 3.007
6 H -1.546 -2.642 -2.836
7 C 1.736 2.400 -0.976
8 O -0.791 0.039 -1.263
9 H -2.499 1.714 2.741
10 H 0.709 0.001 -3.248
11 S 0.006 -1.356 2.339
12 C 1.855 -3.636 1.574
13 H 1.555 -1.009 -0.468
14 H 1.203 -3.900 0.730
15 C -0.122 -0.676 -3.465
16 P -1.820 1.315 0.429
17 H 2.266 1.533 -1.384
18 C -2.002 -1.861 -2.212
19 C -3.105 0.025 0.579
20 C -2.076 2.581 -0.878
21 H 2.558 -1.422 4.011
22 C 3.043 -1.370 3.029
23 H -3.287 2.879 1.626
24 H -2.007 0.065 -2.981
25 H 1.325 3.688 1.408
26 H -1.964 -2.194 -1.167
27 H -3.052 -1.795 -2.524
28 H 1.457 -4.105 2.480
29 H 3.388 -0.344 2.857
30 H 0.256 -1.707 -3.455
31 H 2.274 3.313 -1.259
32 C -1.276 -0.527 -2.451
33 H 2.969 -0.254 0.341
34 H -2.953 -0.522 1.518
35 H -1.565 3.084 2.083
36 Si 1.694 2.320 0.923
37 H -2.998 -0.669 -0.261
38 H -3.097 2.981 -0.818
39 H 3.065 1.967 1.412
40 C 2.418 -1.190 0.189
41 H 2.870 -4.002 1.381
42 H -1.903 2.128 -1.863
43 H -1.358 3.400 -0.729
44 C -2.355 2.358 1.867
45 H -4.107 0.474 0.570
46 P 1.873 -1.856 1.767


2.
Entry from the Open Molecules 2025 dataset: a molecular structure, C12H6Cl4O5S2Ta (ωB97M-V/def2-TZVPD).

## Properties
Net charge: +1
Gap between HOMO and LUMO (hartree): 0.2541
HOMO energy (eV): -12.38
Spin multiplicity: 1

Cartesian coordinates (Å):
1 Cl -0.694 -0.786 2.217
2 O -1.246 1.681 1.012
3 Ta 0.076 0.787 0.051
4 H 3.458 2.822 -2.848
5 C 5.052 1.642 -2.020
6 O -0.166 -1.140 -0.799
7 C 3.759 2.133 -2.070
8 C -2.694 0.027 3.917
9 C -2.062 1.473 2.087
10 Cl -3.195 3.856 1.565
11 H 4.816 -0.350 0.716
12 C 5.437 0.755 -1.021
13 C 4.529 0.347 -0.060
14 H -4.555 2.871 3.877
15 C -1.921 0.306 2.810
16 C -3.019 2.401 2.471
17 C -3.810 2.149 3.574
18 H 5.768 1.959 -2.766
19 S 2.089 0.352 1.155
20 Cl -4.631 0.661 5.660
21 C 2.845 1.744 -1.097
22 H -2.571 -0.892 4.473
23 S 1.217 2.438 -1.136
24 C -3.642 0.966 4.291
25 O -1.218 -1.381 -2.952
26 O -2.543 -1.324 -0.979
27 C 3.228 0.843 -0.093
28 O -1.344 0.627 -1.627
29 Cl -1.402 -0.877 -1.664
30 H 6.450 0.378 -0.989


3.
Entry from the Open Molecules 2025 dataset: a molecular structure, C44H55NP2SiV (ωB97M-V/def2-TZVPD).

## Properties
Net charge: +1
Gap between HOMO and LUMO (spin up / spin down) (hartree): 0.2727 / 0.2835
HOMO energy (spin up / spin down) (eV): -10.30 / -10.12
Spin multiplicity: 3

Cartesian coordinates (Å):
1 H -5.176 0.845 -2.896
2 V -0.260 0.045 -1.033
3 C 0.623 3.770 -2.044
4 H -2.650 -3.129 1.309
5 C 2.714 2.460 0.591
6 C -2.441 0.787 -3.009
7 C 0.229 -2.306 1.793
8 H 3.549 1.960 -2.082
9 H 4.274 -0.640 4.152
10 H 3.885 -0.750 -0.755
11 H 6.013 -0.186 0.270
12 C 2.896 -4.572 -1.937
13 H 2.689 4.538 -2.053
14 H 1.430 5.766 -1.967
15 H 3.681 -0.077 -3.454
16 C -2.477 -3.487 0.293
17 H -0.024 -5.268 3.447
18 C -2.025 1.207 0.933
19 C -0.647 -1.571 2.591
20 H -1.974 -1.551 4.278
21 C -4.697 0.560 -1.958
22 H -5.092 -2.436 0.219
23 C 2.812 -1.014 1.099
24 H -1.404 -3.549 0.137
25 H 4.686 2.233 3.093
26 C 3.938 -0.711 0.326
27 C 1.833 2.289 2.793
28 H 3.582 2.154 -4.590
29 H -1.715 3.040 2.002
30 H -2.135 1.624 -2.376
31 H -0.990 5.123 -1.596
32 C 2.044 -4.665 -3.029
33 H 6.239 -0.129 2.737
34 H -4.900 -3.816 -0.838
35 H 1.808 4.794 -0.548
36 C 5.157 -0.395 0.900
37 C 0.428 1.741 0.921
38 H 3.767 -5.211 -1.879
39 C -4.663 -2.757 -0.728
40 H 2.803 3.556 -3.867
41 H -6.335 0.202 2.831
42 H 4.090 3.889 3.196
43 C -4.212 0.227 1.206
44 H -1.542 0.280 -3.384
45 C -3.380 -0.151 -2.256
46 H 1.121 -4.249 1.538
47 C -3.665 2.232 2.366
48 H 2.545 -0.444 -2.158
49 C 2.722 2.482 -4.006
50 P 1.140 2.022 -1.733
51 H 1.959 2.373 3.866
52 H -0.227 -2.331 -2.153
53 H 1.946 -0.035 -3.761
54 H 0.261 -3.907 -3.952
55 C -1.080 -3.479 3.983
56 C -5.940 1.213 2.750
57 H 3.536 2.694 -0.074
58 H -5.399 -0.051 -1.394
59 C 1.493 2.057 0.054
60 H -1.492 3.436 -1.554
61 H -5.907 1.645 3.749
62 C 2.718 0.200 -3.022
63 C -4.580 1.215 2.112
64 C 1.519 -2.826 -0.965
65 H -2.794 -2.937 -1.740
66 C 1.710 4.766 -1.634
67 H -4.934 -0.541 0.963
68 H -3.936 3.037 3.039
69 C 2.968 -0.974 2.486
70 C 4.186 -0.652 3.073
71 C 0.616 1.865 2.296
72 C 0.930 -3.843 -3.104
73 C 0.445 -3.644 2.132
74 C -3.143 -2.603 -0.750
75 H -0.181 1.606 2.979
76 H 1.832 2.282 -4.608
77 C 2.640 -3.661 -0.924
78 C 2.907 2.591 1.957
79 P -2.490 -0.878 -0.786
80 H 0.454 3.829 -3.124
81 H 2.130 -1.205 3.131
82 C -0.202 -4.228 3.209
83 C 0.681 -2.941 -2.077
84 H -3.566 -1.022 -2.896
85 N -0.738 1.153 0.346
86 H -0.834 -0.529 2.367
87 C -2.961 0.206 0.601
88 H -2.890 -4.494 0.216
89 H -0.528 4.103 -0.237
90 H -4.517 1.470 -1.384
91 C -2.409 2.240 1.781
92 C -1.297 -2.145 3.676
93 Si 1.147 -1.515 0.347
94 H -2.936 1.209 -3.885
95 C -0.677 4.116 -1.318
96 C 4.221 3.039 2.526
97 C 5.286 -0.365 2.283
98 H 2.248 -5.374 -3.819
99 C 2.683 1.693 -2.694
100 H -5.159 -2.228 -1.540
101 H -6.648 1.800 2.162
102 H 4.911 3.332 1.737
103 H 3.330 -3.586 -0.092
104 H -1.585 -3.934 4.825


4.
Entry from the Open Molecules 2025 dataset: a single C3H4BrN molecule at a distorted geometry (ωB97M-V/def2-TZVPD).

## Properties
Gap between HOMO and LUMO (hartree): 0.3363
HOMO energy (eV): -9.12
Structure (SMILES): [H]/N=C/C(=C)Br
Spin multiplicity: 1

Cartesian coordinates (Å):
1 Br 2.378 0.357 -0.040
2 N 0.296 -1.971 0.100
3 H -0.310 -2.851 0.075
4 C -0.246 1.607 0.026
5 H -1.379 -0.638 -0.278
6 C -0.280 -0.872 -0.087
7 C 0.531 0.343 -0.059
8 H -1.283 1.411 0.056
9 H 0.293 2.614 0.207


5.
Entry from the Open Molecules 2025 dataset: 2 unconnected molecules or ions with the total composition C4H9N2O2 (ωB97M-V/def2-TZVPD).

## Properties
Net charge: -1
Gap between HOMO and LUMO (hartree): 0.3045
HOMO energy (eV): -4.28
Spin multiplicity: 1

Cartesian coordinates (Å):
1 H -2.619 -3.189 -0.358
2 H -1.341 -3.574 0.828
3 H -0.399 2.320 0.661
4 C 1.601 1.973 0.265
5 H 2.845 2.711 1.725
6 N 2.019 2.142 1.623
7 C -1.019 -1.758 -0.335
8 H 2.138 1.248 2.076
9 O -0.011 -1.439 0.323
10 N -0.155 1.439 -1.300
11 O -1.660 -1.032 -1.144
12 H -1.087 -3.886 -0.880
13 H 2.371 1.728 -0.467
14 C -1.547 -3.196 -0.174
15 C 0.328 1.981 -0.081
16 H -0.569 0.514 -1.086
17 H -0.894 2.019 -1.677


6.
Entry from the Open Molecules 2025 dataset: 2 unconnected molecules or ions with the total composition C3H9O2S at a distorted geometry (ωB97M-V/def2-TZVPD).

## Properties
Net charge: -1
Gap between HOMO and LUMO (hartree): 0.2551
HOMO energy (eV): -3.86
Spin multiplicity: 1

Cartesian coordinates (Å):
1 H -0.861 0.972 0.776
2 H 1.353 3.103 0.485
3 O -2.473 -2.303 -0.892
4 O -0.430 -1.539 0.184
5 C -0.033 0.876 0.064
6 H 0.810 -0.580 -1.268
7 C -0.122 -0.511 -0.650
8 H -0.843 -0.469 -1.484
9 H -0.109 1.789 -0.521
10 H 1.784 -0.150 0.716
11 S 2.407 2.262 0.536
12 H -2.477 -3.225 -0.712
13 H -1.465 -1.867 -0.155
14 C 1.264 0.778 0.919
15 H 1.193 0.863 2.001


Number 1: molecular weight 394.87 g mol⁻¹. Number 2: molecular weight 617.07 g mol⁻¹. Number 3: molecular weight 738.91 g mol⁻¹. Number 4: molecular weight 133.98 g mol⁻¹. Number 5: molecular weight 117.13 g mol⁻¹. Number 6: molecular weight 109.17 g mol⁻¹.